Formula: C30H86O13
Source: the OMol25 dataset
Level of theory: ωB97M-V/def2-TZVPD

Bonds (Å) are listed after each position.
Element x y z (Å)
1 C -13.92871 -16.57950 -5.41108  C2 1.542, H5 1.176, H6 1.127, H7 1.080
2 C -12.42038 -16.77144 -5.15526  C1 1.542, C3 1.527, O4 1.381, H8 1.078
3 C -11.51236 -16.27239 -6.27665  C2 1.527, H9 1.093, H10 1.111, H11 1.091
4 O -12.12780 -16.08093 -3.99562  C2 1.381, H12 0.985
5 H -14.07600 -15.44283 -5.67304  C1 1.176
6 H -14.45933 -16.70355 -4.42469  C1 1.127
7 H -14.31297 -17.24596 -6.16943  C1 1.080
8 H -12.24686 -17.83497 -5.14585  C2 1.078
9 H -10.45337 -16.44889 -6.07381  C3 1.093
10 H -11.75609 -15.20966 -6.49063  C3 1.111
11 H -11.79627 -16.77040 -7.20492  C3 1.091
12 H -11.19101 -16.00913 -3.69920  O4 0.985
13 C -9.22851 -12.62618 -1.45884  C14 1.495, H17 1.090, H18 1.102, H19 1.074
14 C -9.39204 -13.85457 -0.62239  C13 1.495, C15 1.489, O16 1.468, H20 1.063
15 C -10.46206 -14.71624 -1.19602  C14 1.489, H21 1.080, H22 1.104, H23 1.133
16 O -8.16743 -14.66408 -0.65607  C14 1.468, H24 0.952
17 H -8.46390 -11.87271 -1.26717  C13 1.090
18 H -10.19174 -12.10206 -1.57134  C13 1.102
19 H -9.09294 -12.90239 -2.48743  C13 1.074
20 H -9.67791 -13.63991 0.37824  C14 1.063
21 H -10.36058 -15.68958 -0.73800  C15 1.080
22 H -10.45236 -14.75186 -2.29908  C15 1.104
23 H -11.46216 -14.27455 -0.89758  C15 1.133
24 H -8.08995 -15.01431 -1.53778  O16 0.952
25 C -7.37246 -16.00091 2.43279  C26 1.547, H29 1.047, H30 1.063, H31 1.089
26 C -6.01769 -16.11631 1.69431  C25 1.547, C27 1.481, O28 1.405, H32 1.096
27 C -5.24620 -17.26175 2.22793  C26 1.481, H33 1.134, H34 1.149, H35 1.106
28 O -6.14746 -16.31262 0.30916  C26 1.405, H36 0.969
29 H -7.97076 -15.33991 1.88396  C25 1.047
30 H -7.08491 -15.66923 3.40059  C25 1.063
31 H -7.88738 -16.94470 2.60425  C25 1.089
32 H -5.62190 -15.09986 1.80200  C26 1.096
33 H -5.33354 -17.28191 3.35815  C27 1.134
34 H -4.16053 -17.34833 1.86054  C27 1.149
35 H -5.81916 -18.16315 1.94153  C27 1.106
36 H -6.81124 -15.65577 0.05229  O28 0.969
37 C -6.40165 -13.70520 -3.26887  C38 1.509, H41 1.122, H42 1.103, H43 1.084
38 C -6.43141 -15.08880 -3.86925  C37 1.509, C39 1.532, O40 1.442, H44 1.084
39 C -5.13465 -15.86874 -3.62982  C38 1.532, H45 1.079, H46 1.043, H47 1.111
40 O -7.57735 -15.77193 -3.32289  C38 1.442, H48 0.990
41 H -7.37167 -13.18382 -3.48227  C37 1.122
42 H -5.59506 -13.12652 -3.74943  C37 1.103
43 H -6.31667 -13.66460 -2.18925  C37 1.084
44 H -6.58282 -15.10160 -4.94254  C38 1.084
45 H -4.25411 -15.34280 -3.96367  C39 1.079
46 H -5.23292 -16.81287 -4.06221  C39 1.043
47 H -4.86866 -16.09665 -2.57584  C39 1.111
48 H -7.49047 -16.72812 -3.08246  O40 0.990
49 C -13.70347 -19.91365 -3.07731  C50 1.530, H53 1.052, H54 1.122, H55 1.117
50 C -13.58854 -18.59456 -2.30985  C49 1.530, C51 1.515, O52 1.448, H56 1.090
51 C -14.87262 -18.04696 -1.72237  C50 1.515, H57 1.154, H58 1.115, H59 1.048
52 O -12.63717 -18.73836 -1.22781  C50 1.448, H60 0.943
53 H -12.95022 -20.01005 -3.80523  C49 1.052
54 H -14.71603 -19.95990 -3.55915  C49 1.122
55 H -13.56077 -20.77523 -2.38061  C49 1.117
56 H -13.19340 -17.79744 -2.93977  C50 1.090
57 H -14.69120 -16.90819 -1.68722  C51 1.154
58 H -14.95772 -18.39673 -0.66704  C51 1.115
59 H -15.74557 -18.16681 -2.28902  C51 1.048
60 H -11.85365 -18.22554 -1.33624  O52 0.943
61 C -7.35617 -18.31758 -7.95053  C62 1.472, H65 1.131, H66 1.073, H67 1.067
62 C -7.35790 -19.78911 -8.00167  C61 1.472, C63 1.523, O64 1.473, H68 1.100
63 C -6.10169 -20.42226 -7.41855  C62 1.523, H69 1.104, H70 1.112, H71 1.088
64 O -8.47247 -20.30571 -7.18827  C62 1.473, H72 0.953
65 H -6.54216 -17.84054 -8.57403  C61 1.131
66 H -7.16943 -18.03966 -6.93065  C61 1.073
67 H -8.24156 -17.90423 -8.37901  C61 1.067
68 H -7.50592 -20.17839 -9.01964  C62 1.100
69 H -5.25621 -20.21849 -8.09868  C63 1.104
70 H -6.16942 -21.53187 -7.40177  C63 1.112
71 H -5.88160 -20.03405 -6.42670  C63 1.088
72 H -8.51936 -21.25447 -7.27081  O64 0.953
73 C -10.98389 -17.86771 2.31516  C74 1.564, H77 1.080, H78 1.111, H79 1.093
74 C -10.43098 -18.75963 1.15507  C73 1.564, C75 1.509, O76 1.425, H80 1.083
75 C -8.97785 -18.48681 0.85390  C74 1.509, H81 1.075, H82 1.088, H83 1.098
76 O -10.78094 -20.13601 1.27553  C74 1.425, H84 0.979
77 H -10.51203 -18.05600 3.26825  C73 1.080
78 H -12.04693 -18.14535 2.48237  C73 1.111
79 H -10.98696 -16.81869 2.00864  C73 1.093
80 H -10.91214 -18.29753 0.30136  C74 1.083
81 H -8.93275 -17.47012 0.50782  C75 1.075
82 H -8.69397 -19.12160 0.01714  C75 1.088
83 H -8.29791 -18.67463 1.69553  C75 1.098
84 H -11.36730 -20.23852 0.49851  O76 0.979
85 C -11.89527 -22.40972 -7.64514  C86 1.534, H89 1.124, H90 1.085, H91 1.098
86 C -12.14848 -20.92874 -7.95412  C85 1.534, C87 1.507, O88 1.420, H92 1.097
87 C -12.61526 -20.18249 -6.73123  C86 1.507, H93 1.087, H94 1.116, H95 1.085
88 O -11.02664 -20.28303 -8.53841  C86 1.420, H96 0.977
89 H -11.62160 -22.90658 -8.61560  C85 1.124
90 H -12.77076 -22.91956 -7.25762  C85 1.085
91 H -11.00512 -22.64750 -7.04797  C85 1.098
92 H -12.93338 -20.74173 -8.69769  C86 1.097
93 H -11.83228 -20.23090 -5.97905  C87 1.087
94 H -13.60325 -20.57608 -6.39222  C87 1.116
95 H -12.77338 -19.14181 -6.99399  C87 1.085
96 H -10.36549 -20.03848 -7.86196  O88 0.977
97 C -9.70864 -18.54258 -4.07691  C98 1.526, H101 1.110, H102 1.091, H103 1.117
98 C -8.71310 -19.09612 -3.06181  C97 1.526, C99 1.510, O100 1.430, H104 1.135
99 C -7.42023 -19.44931 -3.75678  C98 1.510, H105 1.114, H106 1.040, H107 1.076
100 O -8.38482 -18.08577 -2.10528  C98 1.430, H108 0.952
101 H -9.22843 -17.68234 -4.58725  C97 1.110
102 H -10.56224 -18.14604 -3.52479  C97 1.091
103 H -10.00402 -19.33996 -4.80074  C97 1.117
104 H -9.12759 -20.02060 -2.55057  C98 1.135
105 H -6.92360 -18.58567 -4.25414  C99 1.114
106 H -7.46538 -20.16554 -4.51016  C99 1.040
107 H -6.75768 -19.95769 -3.07771  C99 1.076
108 H -7.67896 -18.31971 -1.51016  O100 0.952
109 C -7.91294 -23.03340 -1.03685  C110 1.524, H113 1.114, H114 1.101, H115 1.156
110 C -9.12125 -22.54673 -0.24508  C109 1.524, C111 1.575, O112 1.413, H116 1.114
111 C -10.04366 -23.74701 0.18804  C110 1.575, H117 1.127, H118 1.068, H119 1.053
112 O -8.63101 -21.82826 0.86895  C110 1.413, H120 0.976
113 H -7.42322 -23.91087 -0.55609  C109 1.114
114 H -7.28399 -22.14987 -1.22672  C109 1.101
115 H -8.22050 -23.24041 -2.13190  C109 1.156
116 H -9.75561 -21.87469 -0.86653  C110 1.114
117 H -10.08942 -24.56971 -0.58015  C111 1.127
118 H -10.93388 -23.22095 0.45616  C111 1.068
119 H -9.68972 -24.24108 1.04804  C111 1.053
120 H -9.28788 -21.10941 0.93988  O112 0.976
121 O -6.17256 -19.13870 -0.72871  H122 0.977, H123 0.973
122 H -6.15202 -18.33890 -0.16870  O121 0.977
123 H -6.41147 -19.89869 -0.17078  O121 0.973
124 O -6.11940 -21.25228 1.68878  H125 0.970, H126 0.935
125 H -6.01979 -20.70301 2.48177  O124 0.970
126 H -6.88998 -21.77990 1.72634  O124 0.935
127 O -3.87215 -19.55450 -3.38557  H128 0.979, H129 0.970
128 H -4.36085 -19.52803 -2.53790  O127 0.979
129 H -4.47427 -20.15142 -3.85585  O127 0.970

Computed properties:
HOMO energy   -9.97 eV
LUMO level   0.40 eV
Net charge   0
Energy relative to the best compared isomer or geometry (same formula, charge and spin)   98.36 kJ/mol